1.
The following is a DFT calculation (ωB97M-V/def2-TZVPD) of a 6-piece molecular cluster, C46H100N3O5P overall in a non-equilibrium geometry.

Results
Multiplicity = 2
Gap between HOMO and LUMO (alpha / beta) = 0.09698 / 0.17647 Ha
Net charge = +1
Electronic energy = -73304.3032 eV

Atoms and positions in Å:
C (-5.28, 1.42, -2.25)
C (-4.45, 2.69, -1.91)
C (-2.90, 2.48, -1.89)
C (-2.47, 1.97, -3.30)
N (-0.99, 1.85, -3.56)
C (-0.85, 0.99, -4.92)
C (0.45, 1.60, -5.39)
C (0.55, 3.09, -5.07)
C (-0.33, 3.26, -3.76)
C (-0.37, 1.00, -2.41)
H (-6.36, 1.58, -2.21)
H (-5.08, 0.47, -1.76)
H (-5.14, 1.23, -3.32)
H (-4.69, 3.04, -0.90)
H (-4.66, 3.46, -2.65)
H (-2.77, 1.54, -1.34)
H (-2.35, 3.37, -1.58)
H (-2.88, 2.63, -4.06)
H (-2.90, 0.98, -3.44)
H (-0.76, -0.04, -4.58)
H (-1.69, 1.22, -5.58)
H (1.27, 0.98, -5.03)
H (0.57, 1.38, -6.45)
H (1.56, 3.49, -5.10)
H (0.08, 3.76, -5.80)
H (0.14, 3.47, -2.80)
H (-0.99, 4.13, -3.81)
H (0.71, 0.99, -2.57)
H (-0.78, -0.01, -2.41)
H (-0.55, 1.39, -1.40)
C (3.92, -1.54, 0.79)
C (5.39, -1.09, 0.37)
C (5.50, 0.44, -0.04)
C (4.74, 0.87, -1.28)
N (4.96, 2.37, -1.52)
C (4.23, 3.21, -0.45)
C (3.70, 4.43, -1.14)
C (3.62, 4.16, -2.60)
C (4.10, 2.75, -2.77)
C (6.42, 2.85, -1.91)
H (3.50, -1.23, 1.75)
H (3.78, -2.62, 0.73)
H (3.22, -1.23, 0.02)
H (5.71, -1.74, -0.43)
H (6.02, -1.20, 1.25)
H (6.56, 0.62, -0.18)
H (5.25, 1.11, 0.78)
H (3.70, 0.56, -1.24)
H (5.07, 0.44, -2.23)
H (4.94, 3.56, 0.29)
H (3.46, 2.66, 0.10)
H (4.35, 5.27, -0.90)
H (2.66, 4.61, -0.86)
H (4.36, 4.79, -3.09)
H (2.64, 4.43, -3.01)
H (4.61, 2.39, -3.66)
H (3.17, 2.22, -2.59)
H (6.86, 3.07, -0.93)
H (6.24, 3.84, -2.32)
H (6.94, 2.04, -2.41)
C (-9.22, 5.38, 3.00)
C (-8.00, 5.64, 2.16)
C (-6.64, 5.38, 2.91)
C (-5.40, 6.09, 2.44)
N (-4.03, 5.63, 3.05)
C (-2.79, 6.39, 2.50)
C (-1.56, 5.40, 2.66)
C (-2.22, 4.00, 2.68)
C (-3.75, 4.23, 2.49)
C (-4.15, 5.74, 4.57)
H (-9.00, 5.11, 4.03)
H (-9.93, 4.75, 2.47)
H (-9.77, 6.28, 3.25)
H (-7.89, 6.69, 1.90)
H (-7.96, 5.10, 1.22)
H (-6.40, 4.32, 3.03)
H (-6.70, 5.67, 3.96)
H (-5.44, 7.17, 2.61)
H (-5.38, 5.88, 1.37)
H (-2.68, 7.37, 2.97)
H (-3.02, 6.68, 1.47)
H (-1.11, 5.39, 3.65)
H (-0.89, 5.47, 1.81)
H (-1.89, 3.35, 3.49)
H (-1.92, 3.42, 1.81)
H (-4.39, 3.59, 3.10)
H (-4.05, 4.07, 1.45)
H (-3.17, 5.53, 5.00)
H (-4.68, 4.88, 4.99)
H (-4.52, 6.75, 4.77)
C (5.99, -6.97, -0.12)
C (4.80, -6.04, -0.20)
C (3.48, -6.50, 0.27)
C (2.37, -5.49, -0.16)
P (0.67, -5.93, 0.50)
C (0.69, -7.77, 0.67)
C (1.13, -8.33, 2.07)
C (1.56, -9.80, 1.99)
C (1.95, -10.19, 3.38)
C (0.67, -5.23, 2.25)
C (0.60, -3.67, 2.21)
C (1.09, -2.86, 3.46)
C (0.62, -1.39, 3.37)
C (-0.76, -5.38, -0.60)
C (-0.80, -5.93, -1.90)
C (-1.71, -5.12, -2.90)
C (-3.19, -5.35, -2.78)
H (6.19, -7.20, 0.93)
H (6.91, -6.54, -0.50)
H (6.05, -7.99, -0.51)
H (4.80, -5.77, -1.25)
H (5.02, -5.07, 0.24)
H (3.35, -6.56, 1.35)
H (3.30, -7.39, -0.35)
H (2.17, -5.56, -1.23)
H (2.48, -4.45, 0.14)
H (1.27, -8.21, -0.14)
H (-0.36, -8.01, 0.48)
H (0.16, -8.39, 2.56)
H (1.82, -7.68, 2.61)
H (2.36, -10.00, 1.26)
H (0.72, -10.45, 1.75)
H (2.90, -9.79, 3.75)
H (1.92, -11.26, 3.59)
H (1.30, -9.81, 4.18)
H (1.57, -5.50, 2.79)
H (-0.10, -5.66, 2.88)
H (-0.46, -3.45, 2.08)
H (1.11, -3.32, 1.31)
H (2.16, -2.83, 3.63)
H (0.77, -3.31, 4.40)
H (-0.44, -1.20, 3.49)
H (1.03, -0.91, 2.48)
H (1.08, -0.97, 4.26)
H (-0.81, -4.29, -0.62)
H (-1.60, -5.62, 0.05)
H (-0.87, -7.02, -1.82)
H (0.16, -5.71, -2.38)
H (-1.39, -5.47, -3.88)
H (-1.28, -4.13, -3.00)
H (-3.50, -6.39, -2.92)
H (-3.77, -4.83, -3.54)
H (-3.67, -4.92, -1.90)
C (1.12, 1.58, 1.83)
C (1.07, 3.05, 1.26)
O (1.63, 3.93, 1.95)
O (0.36, 3.31, 0.21)
H (1.11, 1.56, 2.92)
H (2.04, 1.05, 1.56)
H (0.18, 1.09, 1.61)
O (-0.23, 5.54, -0.89)
C (-1.33, 6.06, -1.19)
O (-1.55, 7.14, -1.81)
O (-2.48, 5.68, -0.86)
H (-0.55, 4.83, -0.33)

Löwdin population analysis, charges in e, atoms 1 to 4: C -0.1122; C -0.2176; C -0.1584; C -0.1694

2.
The following is a DFT calculation (ωB97M-V/def2-TZVPD) of ArH24HeO12 as an isolated structure in a non-equilibrium geometry.

Results
Gap between HOMO and LUMO = 0.35438 Ha
Electronic energy = -39393.4191 eV

Atoms and positions in Å:
He (0.55, 0.90, 3.73)
Ar (0.45, 0.06, 0.34)
O (-1.42, 1.89, -1.73)
H (-0.97, 1.13, -2.08)
H (-1.56, 2.46, -2.49)
O (3.59, 2.95, 0.40)
H (3.33, 3.64, -0.21)
H (2.86, 2.89, 1.02)
O (-2.76, 0.04, 1.79)
H (-3.10, -0.05, 2.68)
H (-2.34, -0.80, 1.61)
O (-3.86, 1.00, -0.49)
H (-3.01, 1.42, -0.65)
H (-3.79, 0.64, 0.39)
O (3.01, -2.91, 0.17)
H (3.07, -2.05, -0.24)
H (3.89, -3.09, 0.49)
O (-1.50, -2.75, 2.06)
H (-1.63, -3.46, 2.69)
H (-1.45, -3.19, 1.21)
O (-0.63, 4.15, -0.60)
H (0.30, 4.34, -0.71)
H (-0.75, 3.28, -0.96)
O (3.19, -0.82, -1.80)
H (3.12, -0.56, -2.72)
H (3.98, -0.38, -1.49)
O (-1.22, -0.95, -2.50)
H (-1.85, -1.23, -1.83)
H (-0.52, -1.60, -2.46)
O (-2.09, 3.00, 1.95)
H (-1.48, 3.17, 1.24)
H (-2.13, 2.04, 2.01)
O (1.26, -2.34, 2.40)
H (1.71, -2.52, 1.57)
H (0.34, -2.45, 2.20)
O (0.78, -2.62, -2.17)
H (1.18, -3.28, -2.74)
H (1.46, -1.95, -2.05)

Löwdin population analysis, charges in e, atoms 1 to 4: He 0.0437; Ar 0.1919; O -0.0612; H 0.0145

3.
The following is a DFT calculation (ωB97M-V/def2-TZVPD) of the molecule C17H17N3O.

Results
SMILES = CC(/C=N\NC(=O)c1ccc(C)nc1)=C\c1ccccc1
Gap between HOMO and LUMO = 0.31599 Ha
Electronic energy = -24421.5738 eV

Atoms and positions in Å:
C (0.74, 1.05, -2.04)
C (-0.60, 0.53, -1.63)
C (-1.22, -0.50, -2.48)
N (-0.75, -1.53, -3.06)
N (0.52, -1.98, -2.93)
C (1.36, -2.07, -1.85)
O (2.50, -2.48, -2.01)
C (0.81, -1.75, -0.51)
C (-0.40, -2.27, -0.06)
C (-0.79, -2.00, 1.24)
C (0.04, -1.24, 2.06)
C (-0.31, -0.96, 3.49)
N (1.20, -0.76, 1.63)
C (1.58, -1.02, 0.40)
C (-1.32, 0.97, -0.59)
C (-0.96, 1.93, 0.44)
C (-0.12, 3.02, 0.24)
C (0.19, 3.88, 1.28)
C (-0.33, 3.66, 2.55)
C (-1.20, 2.60, 2.76)
C (-1.52, 1.75, 1.72)
H (1.34, 1.31, -1.17)
H (1.29, 0.33, -2.64)
H (0.61, 1.95, -2.65)
H (-2.28, -0.37, -2.67)
H (0.84, -2.47, -3.75)
H (-1.01, -2.87, -0.71)
H (-1.72, -2.39, 1.62)
H (-1.39, -0.99, 3.65)
H (0.08, 0.01, 3.78)
H (0.15, -1.71, 4.13)
H (2.54, -0.63, 0.11)
H (-2.28, 0.48, -0.41)
H (0.27, 3.24, -0.74)
H (0.84, 4.72, 1.11)
H (-0.08, 4.33, 3.36)
H (-1.63, 2.44, 3.73)
H (-2.20, 0.93, 1.88)

Löwdin population analysis, charges in e, atoms 1 to 4: C -0.0359; C -0.2562; C -0.1280; N 0.0490